[1]
30
Properties=species:S:1:pos:R:3 method="wB97M-V/def2-TZVPD" de_lowest_kj_mol=428.44 gap_ha="0.2168 / 0.2806" homo_ev="-2.855 / -4.593" charge=-1
C -0.5034 -0.6885 1.2682
C -0.5294 1.2451 -1.1994
O -3.9192 -1.5880 -0.4404
C 0.7284 -2.1028 -0.2815
H -1.0215 0.2876 1.2522
H 2.0051 -0.6407 -2.0100
O -5.2312 1.2640 0.3851
H 1.7789 -2.3455 -0.2075
H 0.5081 -2.4134 -1.2345
O 3.5407 0.2013 -1.1555
H 0.4818 2.1660 0.5793
C 2.3329 0.0172 -1.1729
C 1.4302 0.3262 0.0167
H -0.2834 -0.7063 -2.1434
H 3.1777 0.9514 1.1460
H 1.4933 2.3881 -0.8183
H 2.3935 -0.6007 1.5244
C 2.3115 0.3809 1.3538
H -1.0789 -1.5307 1.1820
H -1.4178 1.6688 -0.6315
O -2.9760 1.7646 1.2240
C 0.2898 -0.7195 -0.0611
C -0.5985 -0.2524 -1.2158
H 0.3018 -2.7842 0.3393
H -0.4355 1.6500 -2.2620
C 0.6908 1.6282 -0.3181
H 0.2416 -0.6857 2.0547
H 1.6531 0.9166 1.9997
C -3.3373 -0.5527 -0.2384
S -4.0274 0.7551 1.0650

---

[2]
34
Properties=species:S:1:pos:R:3 method="wB97M-V/def2-TZVPD" spin_multiplicity=3 s2=2.012 de_lowest_kj_mol=0.00 gap_ha="0.2245 / 0.2656" homo_ev="-16.168 / -17.264" charge=+2
H 1.1062 -3.8277 -2.2019
C -0.9427 -0.4396 1.4951
H 2.7979 -3.2579 3.5620
C 0.8228 -2.8485 -2.6202
C -0.5588 1.8529 -0.0960
H 2.3066 -4.3586 1.4421
H 2.7334 -1.9227 -2.3162
O 0.9623 -2.6430 2.0581
O -2.0424 -0.3080 -3.4540
H 3.3829 -3.0790 -0.4332
C 2.0609 -1.7147 2.2766
O -0.6690 2.9432 0.2173
O 2.8720 0.7302 -0.0225
H 2.5529 -2.7144 -3.8702
H 3.3404 -1.6104 3.9971
C 3.3195 -4.1614 -0.4641
H 0.0706 -3.0538 -3.3509
C 2.1870 -4.7011 0.3926
C 2.5023 -2.2105 3.6323
H 2.8344 -1.8480 1.5056
Ti -0.1433 -0.4259 -0.6171
P 0.2191 -2.6318 0.5381
O 0.2478 -2.0083 -1.6114
H 3.1227 -4.4677 -1.4995
C -1.5030 -0.1180 -2.4543
O 0.9691 -4.0343 -0.0319
H 1.6553 -2.1517 4.3150
H 2.0613 -5.7405 0.3601
H 1.7887 -0.6427 2.2610
H 1.7207 -1.1879 -3.5537
C 1.7924 0.3432 -0.2155
O -1.3191 -0.4274 2.5818
C 2.0337 -2.1404 -3.1116
H 4.2728 -4.5805 -0.1220

---

[3]
28
Properties=species:S:1:pos:R:3 method="wB97M-V/def2-TZVPD" de_lowest_kj_mol=0.00 gap_ha="0.2840 / 0.2623" homo_ev="-8.003 / -8.037"
C 2.6645 -0.6512 1.5788
H 1.0023 -1.3775 -0.9566
P 0.1370 1.1536 1.3631
C -1.3282 0.0926 0.9892
C -1.4879 -1.2460 1.3279
C -2.5553 -1.9590 0.9351
H 3.7490 -0.8981 -0.1921
H -0.1239 3.1760 -0.9711
H 1.8322 -0.7941 -2.2989
H -4.5211 -2.0296 -0.0745
C -3.5165 -0.0565 -0.0530
H -2.4371 -2.9983 1.2776
H -0.1975 2.0625 -2.1666
H 0.0752 -0.5870 -2.1321
C -3.6672 -1.4443 0.2603
C -2.3735 0.6594 0.1804
H 4.5423 0.0449 1.1559
H 2.5794 0.0471 2.3303
Si 1.2042 1.1845 -0.6926
C 3.6259 -0.2054 0.6159
S 3.2830 1.5386 -0.1552
H 1.1616 3.1122 -2.2475
H -0.7977 -1.5509 2.1245
H -2.1271 1.6894 -0.0979
H 2.0431 -1.4963 1.7222
H -4.3017 0.4201 -0.6259
C 1.0150 -0.5113 -1.6206
C 0.5200 2.6246 -1.5764

---

[4]
26
Properties=species:S:1:pos:R:3 method="wB97M-V/def2-TZVPD" spin_multiplicity=2 s2=0.759 de_lowest_kj_mol=218.92 gap_ha="0.0993 / 0.2597" homo_ev="0.961 / -3.520" charge=-1
H -0.3440 1.2057 1.2474
H 2.6656 -1.4833 2.1665
H 4.0674 -1.1952 -0.5279
C -1.6199 -0.2655 0.2929
C -0.9559 0.9678 0.3673
C -1.0310 2.0585 -0.4789
H -0.4906 -1.2900 1.9082
H -0.4737 2.8039 -0.1287
H -2.3678 -1.5469 -0.9916
C 2.7148 -1.8442 1.1802
H -1.6879 -2.2639 1.0168
H 2.1105 0.8784 1.1632
H 2.2737 0.6198 -0.4684
C 3.6186 -0.8715 0.4461
C 2.9015 0.4917 0.3843
C -2.1029 -0.5690 -0.9467
C -2.2309 0.3982 -1.8629
H 4.5092 -1.0469 1.1048
H -2.6691 0.2392 -2.8553
C -1.8144 1.7953 -1.6362
H 1.6297 -2.0015 0.7576
H -1.9027 2.3816 -2.4830
H 3.6407 1.1933 0.2199
H 3.0467 -2.8857 1.1653
H -2.0849 -1.0778 2.1869
C -1.4670 -1.2499 1.3403

---

[5]
26
Properties=species:S:1:pos:R:3 method="wB97M-V/def2-TZVPD" smiles=Cc1ccccc1.CCC de_lowest_kj_mol=222.32 gap_ha=0.3597 homo_ev=-8.829
H 0.1618 2.8653 -2.3224
C 0.3088 -1.1304 -2.6366
C -2.2864 -0.4053 2.9468
H 0.4275 -0.0195 2.2617
C 2.1381 1.6104 -0.7074
H -2.4124 -0.3754 4.0693
H -1.3463 -2.1663 3.5569
H 2.9784 1.0085 -0.4713
C 0.2331 -0.8443 3.0117
H 1.8023 1.8039 0.2220
H -0.8390 -0.7996 -4.4587
C -1.1835 -1.4331 2.7597
C 0.3067 1.7455 -2.4695
C -0.3935 1.1050 -3.4679
H 0.8927 -1.7260 2.9151
H -1.1748 -1.8420 1.6547
H 0.5016 -2.3534 -2.6842
H 1.5369 -1.0436 -0.8867
C 1.1061 0.9662 -1.6329
H -2.0042 0.5780 2.3773
H 2.4929 2.5488 -1.2115
H -0.8329 1.7449 -4.2247
C -0.4081 -0.3496 -3.5699
H -3.1403 -0.5879 2.5081
C 0.8872 -0.4271 -1.5800
H 0.2472 -0.4730 4.0407

---

[6]
26
Properties=species:S:1:pos:R:3 method="wB97M-V/def2-TZVPD" smiles=CCc1ccccc1.CC de_lowest_kj_mol=204.53 gap_ha=0.3575 homo_ev=-8.779
C -2.1814 0.7872 -0.2433
C -1.3876 2.8034 0.8596
H 0.9925 1.1101 -1.1173
H 0.7445 3.0619 0.3802
C -0.9090 -2.2906 -0.6698
C -0.0137 1.3965 -0.7612
C -0.1488 2.4939 0.1454
C -2.3436 1.8890 0.5950
H 2.1610 -2.2203 0.3412
H -1.6610 -0.9182 -2.2941
H 0.0638 -1.0339 -2.1952
H -0.0824 -2.9381 -0.5136
H -1.3922 3.6105 1.5241
H 1.7086 -0.1462 2.1198
H -2.9679 0.1443 -0.2901
C -0.9400 0.3362 -0.8376
H 3.1657 -1.1032 2.1352
C -0.8146 -1.0333 -1.5108
H 2.9436 -1.0534 -0.5959
H -1.6266 -2.9802 -1.1564
C 2.5808 -0.3610 1.5043
C 2.2857 -1.1491 0.1950
H 3.1848 0.4067 1.1424
H -3.3403 1.9922 1.1536
H 1.3047 -0.8305 -0.1753
H -1.3267 -1.9740 0.2649

---

[7]
26
Properties=species:S:1:pos:R:3 method="wB97M-V/def2-TZVPD" smiles=Cc1ccccc1.CCC de_lowest_kj_mol=208.97 gap_ha=0.3570 homo_ev=-8.705
H -1.8846 3.5599 -1.0664
C -0.2979 -1.9876 -0.1334
C 1.6232 -0.6866 -0.8759
H -2.0885 -3.3062 -0.2753
H 2.5980 -3.2653 1.2796
C -1.7342 2.8303 -0.2836
C 1.9676 -2.6644 0.6306
H 1.2297 2.3463 1.2868
H 3.5460 -1.1390 0.0349
H 1.9039 0.1548 -1.4710
H -2.2153 1.8478 -0.6577
C 2.4901 -1.4603 -0.0820
C 0.2357 1.9773 1.0050
H 0.6208 0.9066 0.8095
C 0.5450 -2.7871 0.6959
H 0.1268 2.3375 -1.1695
C -1.7786 -2.3133 -0.2528
C -0.2514 2.7371 -0.2455
H 0.0892 -3.5746 1.2572
H 0.1684 3.8146 -0.2754
H -2.0295 3.3951 0.7640
H -2.0252 -1.7786 -1.1308
H -0.4553 -0.1579 -1.3576
H -2.2776 -1.8774 0.5649
C 0.2945 -0.9075 -0.8671
H -0.4008 1.9986 1.8153

---

[8]
26
Properties=species:S:1:pos:R:3 method="wB97M-V/def2-TZVPD" smiles=Cc1ccccc1.CCC de_lowest_kj_mol=102.31 gap_ha=0.3624 homo_ev=-8.890
C -1.0145 0.4025 0.2556
H 3.6736 -1.3210 -2.2533
C 1.8545 -1.0932 -0.0094
H 1.3980 -1.0109 0.9772
C -3.3104 0.9299 0.8462
C -2.2921 -0.0121 0.7088
H -1.8894 3.5952 -0.6698
H -3.9750 2.8156 0.3135
C -1.9423 2.5493 -0.3450
H -1.9749 -1.8246 1.9310
H -2.2070 -2.0063 0.2626
H 3.5693 0.4685 -1.8162
H 1.4853 -0.2364 -0.6152
H -4.2133 0.7309 1.4009
H 4.9154 -0.5277 -1.5058
H 0.1328 1.8603 -0.6838
C 3.8311 -0.5410 -1.5152
H 3.8385 -1.9668 0.0498
H -0.2335 -0.3305 0.3042
C -0.8673 1.6665 -0.3279
C -3.0878 2.1884 0.2865
H 3.6844 -0.2771 0.6323
H -3.5959 -1.7158 1.3950
C -2.5993 -1.4193 1.1157
C 3.3490 -0.9968 -0.1314
H 1.4711 -1.9277 -0.6064

---

[9]
26
Properties=species:S:1:pos:R:3 method="wB97M-V/def2-TZVPD" smiles=Cc1ccccc1.CCC de_lowest_kj_mol=56.48 gap_ha=0.3681 homo_ev=-9.027
H 1.6258 3.7471 -0.8693
C 1.5306 2.1090 1.5818
H -3.6007 -0.9664 0.6405
H -0.3129 -0.3164 -2.9499
H 0.4068 -1.1391 2.1324
H -0.7018 -1.9728 -3.0611
C -2.0496 -1.1671 -0.8013
H -2.0337 -0.9069 2.6012
H 2.3449 2.6745 2.0822
C -0.3327 -1.2148 1.3390
C -2.5301 -1.0848 0.5022
H 1.0037 1.3473 -0.3544
C -1.6933 -1.1022 1.5992
H 1.6335 1.1884 2.1703
H -2.6873 -1.0526 -1.6672
H 1.2501 -1.5523 -0.0476
C 2.3630 2.9657 -0.7004
H 2.8477 2.5509 -1.5814
H 3.1667 3.4718 -0.1522
H 0.9015 -1.5414 -2.4592
C 1.8687 1.7887 0.1425
C 0.2034 -1.3043 0.0584
C -0.6786 -1.2492 -1.0324
C -0.1511 -1.2666 -2.4312
H 2.6185 1.0103 0.1620
H 0.6794 2.7006 1.9079

---

[10]
26
Properties=species:S:1:pos:R:3 method="wB97M-V/def2-TZVPD" smiles=Cc1ccccc1.CCC de_lowest_kj_mol=114.25 gap_ha=0.3683 homo_ev=-9.023
C 1.7632 -2.5981 -1.8168
C -0.2433 0.0497 3.0438
H 3.9254 -0.9490 -2.5050
H -0.0510 0.9276 -1.5887
H 2.4159 -2.9990 -2.5912
H 1.1351 -0.8007 -1.1690
C -2.0958 0.9964 1.8071
C -2.0528 1.0814 -0.6368
H 3.7220 -0.9754 -0.8520
H 0.9739 0.1709 0.5648
H 1.4347 -0.8402 -2.9318
C -2.7298 1.1823 0.6003
H -0.9531 0.2110 3.8462
C 1.8283 -1.0652 -1.9492
H -2.7192 1.3705 -1.4465
H -3.7492 1.5115 0.5285
C 3.2595 -0.5256 -1.7736
H 0.7421 -2.9136 -2.0063
C -0.7202 0.6356 1.6757
C -0.0460 0.5842 0.4993
H -0.0915 -1.0400 2.9835
H 0.7483 0.4894 3.2508
H 2.1474 -2.8559 -0.8164
C -0.6916 0.8699 -0.7181
H 3.2212 0.5661 -1.7674
H -2.6210 1.0430 2.7525

---

[11]
26
Properties=species:S:1:pos:R:3 method="wB97M-V/def2-TZVPD" smiles=CCc1ccccc1.CC de_lowest_kj_mol=88.35 gap_ha=0.3682 homo_ev=-9.050
C 2.1239 -0.9805 0.2469
H -0.1976 -1.0791 1.4877
H -2.5632 -1.4721 -0.2378
C -0.8823 2.0812 0.3621
H 0.4193 3.2677 -0.7708
H 2.5906 -0.8634 -0.7314
C 1.3779 1.3788 -0.1919
H 2.8384 -1.3940 2.2945
H -1.5367 2.9246 0.2504
H 4.1170 -1.5313 1.1325
C -0.0850 -0.0990 1.0439
C -2.5895 -1.0936 -1.2608
H -3.4060 -1.9896 -3.1992
H -3.7785 -2.7983 -1.6267
C -3.0453 -2.2499 -2.2158
C 0.3842 2.3053 -0.2730
H 3.4384 0.0510 1.5454
C 1.1408 0.1648 0.4621
H -1.9541 0.6981 1.6336
H -2.1975 -2.9416 -2.1049
C -1.0366 0.9514 1.1084
C 3.1886 -0.9971 1.3371
H -3.3509 -0.3142 -1.2856
H -1.5853 -0.7687 -1.5261
H 2.3457 1.5563 -0.6496
H 1.5269 -1.8869 0.1464

---

[12]
26
Properties=species:S:1:pos:R:3 method="wB97M-V/def2-TZVPD" smiles=Cc1ccccc1.CCC de_lowest_kj_mol=73.46 gap_ha=0.3699 homo_ev=-9.029
C 0.3239 -0.7150 0.7344
H -1.5024 -1.9911 -2.4817
C 2.3663 0.3946 1.3589
H 3.4356 0.4372 1.2004
C 1.7139 1.1766 2.2557
H -0.2901 -1.4240 0.1923
H -1.3893 -0.2329 1.9435
H 2.1659 1.8835 2.9397
C 0.3135 0.9798 2.4555
H -1.1598 1.1645 4.1461
C 1.6681 -0.5802 0.6233
H 0.3848 1.9910 4.3261
H 0.7227 -0.6803 -2.0511
C -1.9384 0.0554 -2.4501
C -0.3634 1.6751 3.6126
H -2.1429 0.8329 -3.1787
H 2.2604 -1.2339 -0.0066
H -1.4664 -1.3627 -4.0678
C -0.3691 0.0479 1.7168
H 0.6737 -2.1951 -3.1287
H -0.8827 2.5611 3.2344
H 0.7759 -0.5782 -3.7758
H -2.9201 -0.3229 -2.1261
H -1.5765 0.3913 -1.4752
C 0.3682 -1.1688 -2.9499
C -1.1721 -1.1057 -3.0478